C48H41AuN5P2S2 as an isolated structure. Source: the Open Molecules 2025 dataset; level of theory: ωB97M-V/def2-TZVPD.

Lowest unoccupied orbital energy   -0.07930 Eh
HOMO level   -10.27 eV
HOMO-LUMO gap   0.298 Eh
Charge   +1
Energy above the lowest of the compared OMol25 structures with the same formula, charge and spin   0.2927 eV

```
99
C48H41AuN5P2S2 | the Open Molecules 2025 dataset | ωB97M-V/def2-TZVPD
Au 1.1699 0.0453 -0.3099
C -0.4386 2.2538 1.5268
N -1.6649 1.5185 1.3024
C -1.9226 0.5775 0.2282
P -0.7633 -0.8737 0.3868
C -1.1039 -1.3592 2.0930
C -2.3470 -1.8732 2.4583
C -2.6327 -2.1094 3.7928
C -1.6798 -1.8371 4.7664
C -0.4393 -1.3317 4.4080
C -0.1515 -1.0942 3.0710
C -1.4046 -2.1823 -0.6870
C -0.8273 -3.4485 -0.5943
C -1.2025 -4.4523 -1.4698
C -2.1476 -4.1985 -2.4562
C -2.7247 -2.9421 -2.5557
C -2.3575 -1.9355 -1.6716
C -2.6464 1.6564 2.3176
C -4.0078 1.6773 2.0042
C -4.9563 1.7951 3.0060
C -4.5747 1.9114 4.3350
C -3.2261 1.9086 4.6493
C -2.2682 1.7779 3.6545
P 0.4053 3.1572 0.1415
C -0.8850 3.6549 -0.9921
C -0.6399 3.6240 -2.3595
C -1.6389 4.0102 -3.2423
C -2.8725 4.4126 -2.7560
C -3.1189 4.4397 -1.3870
C -2.1274 4.0629 -0.4987
C 0.9819 4.6424 0.9861
C 1.9691 4.4644 1.9616
C 2.4671 5.5523 2.6532
C 1.9918 6.8271 2.3639
C 1.0216 7.0096 1.3934
C 0.5145 5.9183 0.6989
H 0.3461 1.7299 2.0947
H -0.7337 3.1223 2.1262
H -1.8469 1.0340 -0.7635
H -2.9386 0.2059 0.3540
H -3.0929 -2.0876 1.7014
H -3.5994 -2.5040 4.0750
H -1.9080 -2.0218 5.8078
H 0.3029 -1.1230 5.1676
H 0.8117 -0.6956 2.7793
H -0.0737 -3.6465 0.1599
H -0.7523 -5.4329 -1.3888
H -2.4368 -4.9813 -3.1444
H -3.4644 -2.7430 -3.3196
H -2.8144 -0.9582 -1.7658
H -4.3327 1.6275 0.9731
H -6.0050 1.8120 2.7396
H -5.3196 2.0072 5.1122
H -2.9077 1.9935 5.6800
H -1.2239 1.7330 3.9323
H 0.3251 3.2976 -2.7275
H -1.4548 3.9938 -4.3076
H -3.6520 4.7100 -3.4445
H -4.0835 4.7564 -1.0145
H -2.3190 4.0810 0.5690
H 2.3623 3.4763 2.1700
H 3.2372 5.4111 3.3995
H 2.3894 7.6810 2.8954
H 0.6606 8.0027 1.1645
H -0.2414 6.0706 -0.0603
N 5.5374 2.8630 3.9638
C 5.1436 1.8476 3.6003
C 4.6417 0.5756 3.1625
C 4.8642 -0.5936 3.8808
C 4.2946 -1.7635 3.4104
C 3.5195 -1.7140 2.2610
N 3.3096 -0.5968 1.5659
C 3.8729 0.5210 2.0020
H 5.4603 -0.5791 4.7828
H 4.4365 -2.6994 3.9310
H 3.0348 -2.6081 1.8844
H 3.6933 1.4160 1.4165
S 1.9740 2.2401 -0.6740
S 3.4744 -4.9211 -4.8866
C 2.9077 -3.6623 -3.7882
C 1.6762 -3.0261 -3.8886
C 1.3570 -2.0569 -2.9539
N 2.1658 -1.6988 -1.9601
C 3.3530 -2.2987 -1.8798
C 3.7679 -3.2780 -2.7603
C 2.0059 -5.2518 -5.8306
C 1.0078 -6.0759 -5.3298
C -0.1172 -6.2978 -6.1090
N -0.2938 -5.7690 -7.3162
C 0.6759 -4.9965 -7.7935
C 1.8413 -4.7066 -7.0954
H 0.9674 -3.2758 -4.6641
H 0.3951 -1.5583 -2.9984
H 3.9934 -1.9824 -1.0634
H 4.7389 -3.7396 -2.6428
H 1.1088 -6.5347 -4.3554
H -0.9132 -6.9385 -5.7468
H 0.5181 -4.5824 -8.7825
H 2.6010 -4.0691 -7.5265
```

Per-atom Löwdin charges, elementary charge units: 0.44, -0.30, -0.18, -0.30, 0.90, -0.36, -0.07, -0.06, -0.07, -0.07, -0.11, -0.38, -0.10, -0.07, -0.07, -0.07, -0.09, -0.25, -0.03, -0.08, -0.09, -0.07, -0.03, 0.60, -0.37, -0.09, -0.06, -0.06, -0.06, -0.09, -0.35, -0.10, -0.06, -0.06, -0.06, -0.06, 0.08, 0.10, 0.09, 0.08, 0.12, 0.11, 0.11, 0.11, 0.07, 0.11, 0.11, 0.11, 0.11, 0.10, 0.11, 0.11, 0.10, 0.11, 0.11, 0.08, 0.11, 0.11, 0.11, 0.12, 0.08, 0.11, 0.11, 0.11, 0.11, 0.18, -0.17, -0.20, 0.00, -0.04, -0.14, 0.04, -0.11, 0.13, 0.11, 0.11, 0.07, 0.32, 1.03, -0.50, -0.05, -0.14, -0.01, -0.14, -0.09, -0.55, -0.08, -0.14, 0.07, -0.13, -0.08, 0.11, 0.10, 0.10, 0.11, 0.11, 0.11, 0.11, 0.11

***

C3Br2F9O9S3V as an isolated structure. Source: the Open Molecules 2025 dataset; level of theory: ωB97M-V/def2-TZVPD.

Lowest unoccupied orbital energy (alpha / beta)   0.25507 / 0.25503 Eh
HOMO level (alpha / beta)   0.97 / -0.37 eV
HOMO-LUMO gap (alpha / beta)   0.219 / 0.269 Eh
2S+1   4
Charge   -3

```
27
C3Br2F9O9S3V | the Open Molecules 2025 dataset | ωB97M-V/def2-TZVPD
V -0.3778 0.7339 0.1912
Br -0.8460 2.9435 -1.1974
Br -1.1113 0.8597 2.7378
C 0.9522 -3.0213 1.6200
F 1.5259 -2.1681 2.4739
F 1.5424 -4.2313 1.8143
F -0.3300 -3.1538 1.9487
S 1.1760 -2.4591 -0.1092
O 2.6063 -2.3649 -0.2413
O 0.5737 -3.4910 -0.9151
O 0.4575 -1.1988 -0.0600
C -4.3940 0.2452 -1.6427
F -5.7015 -0.1031 -1.6541
F -3.9864 0.3097 -2.9131
F -4.3316 1.4879 -1.1270
S -3.3836 -0.9462 -0.6622
O -3.4313 -2.1138 -1.5045
O -2.0945 -0.2565 -0.6514
O -4.0558 -1.0322 0.6030
C 3.1968 3.3222 -0.0491
F 2.2140 4.0439 0.4907
F 3.1470 3.4916 -1.3861
F 4.3688 3.8597 0.3693
S 3.0956 1.5295 0.4026
O 3.8683 0.9005 -0.6193
O 3.6570 1.5033 1.7315
O 1.6624 1.3094 0.3496
```

Per-atom Löwdin charges, elementary charge units: 0.27, -0.22, -0.26, -0.66, 0.12, 0.07, 0.13, 0.47, -0.30, -0.31, -0.39, -0.66, 0.08, 0.11, 0.09, 0.47, -0.31, -0.43, -0.30, -0.65, 0.10, 0.09, 0.07, 0.46, -0.29, -0.31, -0.44